*P*
This record from OMol25 describes a molecular structure, C3H6N4O3. The level of theory is ωB97M-V/def2-TZVPD.

Each line ends with the Löwdin charge.
CARTESIAN COORDINATES (ANGSTROEM)
C1 0.93244 0.03975 0.86401  -0.043
C2 -2.12203 0.27581 -0.88572  -0.535
C3 2.80359 -0.15250 0.05873  -0.441
N1 -4.29090 1.01849 -0.33369  0.100
N2 0.00441 -0.04984 0.05797  -0.035
N3 -3.44243 0.10605 -0.34112  0.001
N4 -1.31675 0.19609 0.30336  0.010
O1 -1.76987 0.06622 -1.97419  0.137
O2 3.61264 -0.80380 0.86420  -0.010
O3 2.64052 -0.78385 -1.14951  -0.030
H1 1.25117 0.23755 1.95950  0.106
H2 2.96007 1.02990 0.12656  0.162
H3 -5.12997 0.71128 0.22119  0.077
H4 -1.72962 0.46926 1.21979  0.153
H5 3.80127 -1.81885 0.70313  0.192
H6 1.79547 -0.54158 -1.69422  0.157

Calculated values
* E_LUMO: 0.1 eV
* total charge: 0


*Q*
This record from OMol25 describes a molecular structure, C3H6N4O3. The level of theory is ωB97M-V/def2-TZVPD.

Each line ends with the Löwdin charge.
CARTESIAN COORDINATES (ANGSTROEM)
C1 -0.15168 0.03168 1.69066  -0.422
C2 0.05235 -0.22485 -1.44053  -0.308
C3 -0.29414 0.25420 -3.02340  -0.387
H1 1.56292 -1.53661 0.97296  0.171
H2 1.51504 -1.18657 2.57789  0.089
H3 -1.34146 1.24439 3.19262  0.117
H4 0.01924 0.74676 3.63261  0.035
H5 -2.04110 0.99212 -0.94717  0.307
H6 1.34874 -0.84253 -3.35223  0.150
N1 1.21988 -0.61529 1.68950  0.012
N2 -0.68011 0.42027 3.01315  0.043
N3 -0.86890 0.54691 0.77582  0.023
N4 -0.89475 0.43341 -0.65568  0.007
O1 0.98237 -0.97517 -1.00728  -0.018
O2 0.55417 -0.46684 -3.90026  0.037
O3 -0.98257 1.17813 -3.21867  0.144

Calculated values
* E_LUMO: 0.2 eV
* total charge: 0


Quick look at relative energies in kJ/mol: *P* 127.7; *Q* 0.0.


*P*
This record from OMol25 describes a single C10H14Si molecule. The level of theory is ωB97M-V/def2-TZVPD.

Each line ends with the Löwdin charge.
CARTESIAN COORDINATES (ANGSTROEM)
C1 1.96213 -2.95280 0.09816  -0.067
C2 0.80423 -3.38869 -0.47112  -0.108
C3 2.01027 -1.57067 0.41178  -0.049
C4 -0.31667 -2.59117 -0.64107  -0.042
C5 0.92843 -0.80848 0.33608  -0.271
C6 -0.25174 -1.29624 -0.22204  -0.255
C7 -1.42667 2.44204 1.42649  -0.185
C8 -0.51252 2.62749 -1.53551  -0.164
C9 0.92557 0.65441 0.69813  -0.204
C10 -1.29038 -0.23014 -0.26949  -0.175
Si1 -0.55198 1.57278 0.08808  0.622
H1 2.75617 -3.59129 0.34653  0.085
H2 0.81471 -4.41613 -0.87681  0.110
H3 2.86288 -1.15708 0.86790  0.101
H4 -1.27173 -2.89141 -1.05950  0.116
H5 -0.72354 3.10905 1.81610  0.006
H6 -2.33255 2.97502 1.21431  0.028
H7 -1.72708 1.71351 2.21945  0.059
H8 -1.40756 2.48838 -2.17782  0.037
H9 -0.36383 3.67632 -1.34235  0.010
H10 0.29411 2.33209 -2.19083  0.014
H11 1.72896 1.25089 0.25981  0.079
H12 0.89438 0.71888 1.83321  0.116
H13 -1.68149 -0.16660 -1.24312  0.045
H14 -2.12411 -0.50018 0.41364  0.093

Calculated values
* E_LUMO: 0.8 eV
* total charge: 0


*Q*
This record from OMol25 describes a single C10H14Si molecule. The level of theory is ωB97M-V/def2-TZVPD.

Each line ends with the Löwdin charge.
CARTESIAN COORDINATES (ANGSTROEM)
C1 -3.49171 0.75162 0.14393  -0.109
C2 -3.53647 -0.61126 0.23123  -0.117
C3 -2.31215 1.47502 -0.21577  -0.033
C4 -2.44446 -1.46847 -0.12354  -0.044
C5 -1.32835 0.63500 -0.67428  -0.150
C6 -1.34204 -0.78450 -0.53069  -0.143
C7 -0.07741 -0.08750 -0.98112  -0.230
C8 2.48776 -1.68233 -0.22068  -0.156
C9 1.36021 0.32573 1.87078  -0.135
C10 2.46011 1.35917 -0.79939  -0.149
Si1 1.51106 -0.07034 0.01230  0.583
H1 -4.39533 1.35860 0.58930  0.135
H2 -4.38794 -1.00444 0.74650  0.087
H3 -2.31701 2.46984 -0.52258  0.077
H4 -2.53892 -2.60836 -0.03981  0.122
H5 0.32116 -0.33036 -2.13766  0.159
H6 3.38312 -1.40450 -0.78551  0.032
H7 2.62275 -2.29237 0.58217  -0.019
H8 1.91472 -2.33422 -0.91989  0.042
H9 0.80920 1.14659 2.07759  -0.013
H10 1.28173 -0.50033 2.59415  0.053
H11 2.24508 0.83233 1.95051  -0.014
H12 2.60119 1.33682 -1.86446  0.040
H13 1.82659 2.15184 -0.61250  0.009
H14 3.34710 1.33641 -0.37056  -0.028

Calculated values
* E_LUMO: 0.9 eV
* total charge: 0


Quick look at relative energies in kJ/mol: *P* 0.0; *Q* 351.5.